Here is 11 unconnected molecules or ions with the total composition C44H73N5O12S6 in a non-equilibrium geometry from the Open Molecules 2025 dataset. Energies are from the ωB97M-V functional and the def2-TZVPD basis.

ORCA input file:
```
! wB97M-V def2-TZVPD RIJCOSX def2/J DEFGRID3
* xyz -1 2
C 4.699 -2.899 -5.396
C 4.615 -1.865 -6.539
C 4.923 -0.402 -6.057
S 4.387 -0.438 -4.261
O 3.147 0.334 -4.046
O 5.563 -0.116 -3.503
C 3.907 -2.212 -4.232
H 5.737 -3.020 -5.085
H 4.348 -3.894 -5.671
H 3.576 -1.988 -6.846
H 5.180 -2.130 -7.433
H 4.388 0.438 -6.499
H 5.973 -0.141 -5.926
H 2.864 -2.084 -4.519
H 4.082 -2.677 -3.262
C 0.121 0.639 7.634
C -0.931 1.550 6.965
C -0.256 2.780 6.448
S 1.118 2.036 5.415
O 2.305 2.890 5.392
O 0.645 1.422 4.175
C 1.377 0.743 6.737
H -0.238 -0.389 7.594
H 0.382 0.871 8.667
H -1.727 1.701 7.693
H -1.503 1.072 6.170
H 0.194 3.290 7.300
H -0.863 3.489 5.885
H 2.263 0.953 7.335
H 1.707 -0.105 6.137
C -3.677 -5.146 -4.481
C -3.429 -5.860 -3.175
C -3.308 -4.745 -2.171
S -2.359 -3.415 -2.991
O -0.959 -3.487 -2.602
O -3.054 -2.148 -2.965
C -2.611 -4.044 -4.743
H -4.658 -4.671 -4.470
H -3.767 -5.945 -5.216
H -2.524 -6.457 -3.283
H -4.127 -6.616 -2.815
H -3.000 -5.107 -1.189
H -4.353 -4.436 -2.142
H -1.639 -4.444 -5.031
H -2.709 -3.298 -5.532
C -3.193 2.787 3.238
C -2.175 2.770 2.094
C -2.776 2.312 0.736
S -4.088 1.092 1.352
O -3.529 -0.227 1.354
O -5.381 1.293 0.688
C -4.121 1.615 3.092
H -3.710 3.745 3.182
H -2.685 2.719 4.200
H -1.327 2.239 2.526
H -1.766 3.773 1.972
H -2.127 1.760 0.056
H -3.369 3.139 0.345
H -3.770 0.797 3.721
H -5.140 1.905 3.348
C 0.394 2.893 -5.319
C 1.687 3.434 -5.992
C 1.331 4.607 -6.929
S -0.277 4.160 -7.614
O -0.129 3.685 -8.961
O -1.233 5.207 -7.243
C -0.603 2.696 -6.485
H 0.082 3.551 -4.508
H 0.516 1.959 -4.771
H 2.054 2.661 -6.668
H 2.440 3.789 -5.289
H 1.993 4.903 -7.742
H 1.242 5.503 -6.314
H -0.138 1.859 -7.004
H -1.657 2.551 -6.245
C -3.121 -4.212 6.109
C -1.793 -3.778 6.675
C -1.045 -3.032 5.549
S -2.279 -2.084 4.597
O -2.133 -2.362 3.138
O -2.291 -0.686 5.106
C -3.650 -2.993 5.369
H -3.786 -4.522 6.915
H -3.177 -4.972 5.330
H -1.296 -4.654 7.092
H -1.911 -3.067 7.493
H -0.494 -3.698 4.884
H -0.302 -2.254 5.719
H -4.474 -3.058 4.658
H -4.051 -2.334 6.139
N 0.342 0.845 0.750
C -0.487 -0.153 0.324
C -0.296 -0.318 -0.970
C 0.614 0.595 -1.446
C 1.029 1.344 -0.347
H 0.522 1.047 1.723
H -1.080 -0.836 0.914
H -0.870 -1.056 -1.509
H 0.910 0.678 -2.481
H 1.719 2.169 -0.243
N 5.264 2.469 -1.962
C 6.189 3.159 -1.238
C 5.575 4.166 -0.585
C 4.206 4.186 -0.975
C 4.051 3.132 -1.824
H 5.499 1.666 -2.527
H 7.222 2.850 -1.171
H 5.889 4.957 0.079
H 3.439 4.846 -0.596
H 3.184 2.708 -2.309
N 0.556 5.900 1.976
C 1.334 6.276 3.027
C 2.117 5.176 3.356
C 1.767 4.119 2.558
C 0.831 4.598 1.667
H -0.006 6.543 1.436
H 1.381 7.290 3.396
H 2.832 5.043 4.153
H 2.195 3.128 2.525
H 0.380 4.176 0.782
N 2.728 -1.808 -0.421
C 3.056 -3.109 -0.348
C 4.439 -3.286 -0.312
C 5.024 -2.058 -0.454
C 3.944 -1.129 -0.594
H 1.804 -1.434 -0.584
H 2.224 -3.797 -0.360
H 4.932 -4.242 -0.215
H 6.094 -1.935 -0.532
H 4.025 -0.100 -0.913
N -4.361 -2.901 0.829
C -4.549 -4.049 1.538
C -5.832 -4.502 1.438
C -6.398 -3.681 0.500
C -5.528 -2.613 0.170
H -3.568 -2.274 0.835
H -3.712 -4.341 2.155
H -6.219 -5.405 1.887
H -7.431 -3.843 0.229
H -5.528 -1.690 -0.391
*
```

Output
**E**: -5285.92302 a.u.

Here are the Löwdin charges for atoms 1 to 4, given in e:
1 C -0.201
2 C -0.217
3 C -0.167
4 S 0.699